1.
Computed, not measured: C4H5NO2 in the gas phase, with the ωB97M-V functional and the def2-TZVPD basis.

Last columns: bonded neighbours and bond lengths (Å).
Positions of all 12 atoms, in Å:
1 O -2.201 -1.161 1.882  C2 1.206
2 C -1.705 -0.563 0.960  O1 1.206, C3 1.492, H8 1.113
3 C -0.260 -0.651 0.601  C2 1.492, C4 1.535, N5 1.449, H9 1.089
4 C 0.157 -0.791 -0.870  C3 1.535, N5 1.457, H10 1.098
5 N 0.182 0.490 -0.175  C3 1.449, C4 1.457, C6 1.299
6 C 1.243 1.235 -0.239  N5 1.299, O7 1.293, H12 1.085
7 O 2.022 1.063 -1.256  C6 1.293, H11 1.032
8 H -2.304 0.087 0.285  C2 1.113
9 H 0.395 -1.013 1.392  C3 1.089
10 H -0.741 -0.821 -1.501  C4 1.098
11 H 1.715 0.130 -1.575  O7 1.032
12 H 1.497 1.994 0.494  C6 1.085

Output
Orbital gap (eV): 8.5



2.
Computed, not measured: C4H5NO2 in the gas phase in a non-equilibrium geometry, with the ωB97M-V functional and the def2-TZVPD basis.

Last columns: bonded neighbours and bond lengths (Å).
Positions of all 12 atoms, in Å:
1 O 2.425 -0.262 0.371  C2 1.358, H8 0.978
2 C 1.408 0.622 0.539  O1 1.358, C3 1.337, H9 1.087
3 C 0.312 0.324 -0.167  C2 1.337, C4 1.528, O7 1.388
4 C -0.424 -1.015 -0.134  C3 1.528, N5 1.473, H10 1.096, H11 1.098
5 N -1.822 -0.561 -0.048  C4 1.473, C6 1.264
6 C -1.808 0.683 -0.276  N5 1.264, O7 1.354, H12 1.081
7 O -0.621 1.310 -0.453  C3 1.388, C6 1.354
8 H 2.125 -0.596 -0.498  O1 0.978
9 H 1.552 1.434 1.246  C2 1.087
10 H -0.356 -1.707 -0.981  C4 1.096
11 H -0.132 -1.575 0.764  C4 1.098
12 H -2.659 1.344 -0.362  C6 1.081

Output
Orbital gap (eV): 9.1



3.
Computed, not measured: 2 unconnected molecules or ions with the total composition C4H5NO2, with the ωB97M-V functional and the def2-TZVPD basis.

Last columns: bonded neighbours and bond lengths (Å).
Positions of all 12 atoms, in Å:
1 N -2.011 -0.221 -0.072  C2 1.331, H9 1.020
2 C -0.947 -0.088 -0.860  N1 1.331, C3 1.439, O7 1.361
3 C 0.289 -0.809 -0.717  C2 1.439, C4 1.375, H10 1.083
4 C 0.984 0.073 0.076  C3 1.375, O5 1.343, C6 1.448
5 O 2.123 -0.093 0.769  C4 1.343, H11 0.966
6 C 0.167 1.255 0.256  C4 1.448, O7 1.417, H12 1.087
7 O -0.682 1.247 -0.879  C2 1.361, C6 1.417
8 H -1.224 0.489 0.826  no bonds
9 H -2.130 -1.190 0.225  N1 1.020
10 H 0.422 -1.880 -0.810  C3 1.083
11 H 2.418 -1.010 0.686  O5 0.966
12 H 0.591 2.226 0.500  C6 1.087

Output
Orbital gap (eV): 8.9



For the records above, the corresponding energy relative to the best compared isomer or geometry (same formula, charge and spin) values read 440.6 248.3 487.6 kJ/mol.
For the records above, the corresponding lowest unoccupied orbital energy values read 0.006 0.691 0.281 eV.